1.
Molecular formula: C31H62O13S4
Method: DFT, ωB97M-V with the def2-TZVPD basis set

Results
- Energy above the lowest of the compared OMol25 structures with the same formula, charge and spin: 31.8 kcal/mol
- SMILES string: O=S1(=O)CCCC1.O=S1(=O)CCCC1.O=S1(=O)CCCC1.O=S1(=O)CCCC1.CC(C)=O.CC(C)=O.CC(C)=O.CC(C)=O.CC(C)=O
- E_HOMO: -8.82 eV
- HOMO-LUMO gap: 8.64 eV

Cartesian coordinates (Å):
1 S -23.01 7.46 0.96
2 S -25.60 9.13 5.35
3 S -16.12 6.48 3.30
4 S -15.30 5.12 8.22
5 O -22.00 7.13 1.97
6 O -24.30 6.76 0.86
7 O -22.04 3.71 0.50
8 O -14.88 4.66 9.57
9 O -24.99 9.51 4.08
10 O -16.43 6.67 4.70
11 O -22.25 13.33 5.06
12 O -26.82 8.35 5.39
13 O -19.09 2.02 4.26
14 O -15.67 4.10 7.23
15 O -20.05 9.39 5.57
16 O -17.11 5.85 2.48
17 O -22.62 7.43 11.10
18 C -20.07 4.08 1.87
19 C -13.31 6.37 3.11
20 C -24.35 8.45 6.46
21 C -16.07 7.70 7.82
22 C -23.29 9.29 0.93
23 C -23.44 9.67 -0.57
24 C -25.76 10.65 6.41
25 C -22.32 8.88 -1.31
26 C -15.30 7.89 2.60
27 C -14.13 6.26 7.48
28 C -17.49 3.72 5.00
29 C -18.24 2.39 5.07
30 C -24.34 10.89 7.09
31 C -13.92 7.78 3.27
32 C -16.62 6.47 8.44
33 C -18.99 8.64 3.59
34 C -19.59 8.46 4.92
35 C -22.19 7.39 -0.73
36 C -21.24 3.21 1.32
37 C -23.44 9.70 6.74
38 C -19.94 13.22 5.52
39 C -22.10 8.17 10.30
40 C -21.50 1.77 1.82
41 C -14.57 7.61 8.05
42 C -17.99 1.57 6.34
43 C -14.57 5.42 3.30
44 C -22.07 9.69 10.50
45 C -21.04 11.95 3.49
46 C -21.16 12.91 4.67
47 C -21.24 7.64 9.15
48 C -19.69 7.04 5.52
49 H -19.04 13.06 4.92
50 H -20.88 8.44 8.51
51 H -24.45 9.33 -0.82
52 H -21.49 11.01 3.81
53 H -18.01 0.50 6.13
54 H -17.72 4.37 5.84
55 H -19.88 6.30 4.75
56 H -22.35 9.69 1.30
57 H -17.53 6.09 7.99
58 H -16.44 3.41 5.08
59 H -22.53 8.80 -2.37
60 H -17.90 8.69 3.56
61 H -12.80 6.23 2.15
62 H -22.60 9.90 11.43
63 H -22.90 9.88 5.81
64 H -21.02 9.94 10.61
65 H -19.99 11.72 3.31
66 H -13.11 5.96 7.71
67 H -20.47 6.90 6.27
68 H -20.03 14.27 5.79
69 H -22.38 1.30 1.38
70 H -21.83 7.08 8.43
71 H -26.43 10.51 7.27
72 H -21.41 9.47 -1.18
73 H -15.82 8.78 2.95
74 H -12.53 6.18 3.84
75 H -24.13 9.52 1.58
76 H -19.37 9.45 2.97
77 H -19.09 3.82 1.47
78 H -17.61 4.23 4.04
79 H -20.59 1.29 1.47
80 H -20.28 5.11 1.59
81 H -17.12 2.07 6.78
82 H -22.69 9.54 7.51
83 H -14.46 7.65 9.13
84 H -18.79 1.90 6.99
85 H -18.78 6.83 6.09
86 H -23.46 10.73 -0.83
87 H -24.37 11.12 8.15
88 H -24.00 11.77 6.54
89 H -22.58 6.54 -1.29
90 H -20.10 4.07 2.96
91 H -20.48 6.95 9.54
92 H -14.61 4.75 2.44
93 H -19.38 7.75 3.10
94 H -14.05 7.99 4.33
95 H -15.24 7.70 1.52
96 H -21.48 1.64 2.90
97 H -16.71 6.48 9.52
98 H -26.17 11.44 5.78
99 H -21.14 7.22 -0.50
100 H -21.51 12.46 2.65
101 H -16.27 7.79 6.76
102 H -19.85 12.65 6.45
103 H -14.08 8.42 7.52
104 H -23.95 7.63 5.87
105 H -16.54 8.54 8.33
106 H -22.56 10.24 9.70
107 H -14.32 6.25 6.40
108 H -14.57 4.81 4.21
109 H -13.15 8.37 2.77
110 H -24.79 8.04 7.37

Atomic partial charges in e from the Löwdin method, atoms 1 to 99:
1 S 0.71
2 S 0.69
3 S 0.65
4 S 0.75
5 O -0.37
6 O -0.33
7 O 0.01
8 O -0.34
9 O -0.33
10 O -0.34
11 O 0.03
12 O -0.33
13 O 0.03
14 O -0.36
15 O 0.04
16 O -0.31
17 O 0.08
18 C -0.02
19 C -0.19
20 C -0.21
21 C -0.25
22 C -0.21
23 C -0.21
24 C -0.19
25 C -0.19
26 C -0.21
27 C -0.22
28 C -0.03
29 C -0.44
30 C -0.18
31 C -0.23
32 C -0.19
33 C -0.01
34 C -0.44
35 C -0.17
36 C -0.41
37 C -0.20
38 C -0.02
39 C -0.48
40 C -0.02
41 C -0.21
42 C -0.01
43 C -0.17
44 C -0.01
45 C -0.02
46 C -0.46
47 C -0.03
48 C 0.01
49 H 0.07
50 H 0.06
51 H 0.11
52 H 0.07
53 H 0.09
54 H 0.07
55 H 0.08
56 H 0.08
57 H 0.09
58 H 0.07
59 H 0.10
60 H 0.06
61 H 0.11
62 H 0.08
63 H 0.09
64 H 0.09
65 H 0.06
66 H 0.11
67 H 0.07
68 H 0.08
69 H 0.08
70 H 0.07
71 H 0.09
72 H 0.10
73 H 0.10
74 H 0.11
75 H 0.09
76 H 0.08
77 H 0.08
78 H 0.05
79 H 0.08
80 H 0.05
81 H 0.05
82 H 0.08
83 H 0.12
84 H 0.09
85 H 0.06
86 H 0.11
87 H 0.10
88 H 0.09
89 H 0.10
90 H 0.06
91 H 0.09
92 H 0.10
93 H 0.08
94 H 0.10
95 H 0.12
96 H 0.07
97 H 0.10
98 H 0.09
99 H 0.08

***

2.
Molecular formula: C31H64ClO15PSi
Method: DFT, ωB97M-V with the def2-TZVPD basis set

Results
- SMILES string: CCC(=O)OCC[Si@@](O)(Cl)P(C)C.CCOC(C)=O.CCOC(C)=O.CCOC(C)=O.CCOC(C)=O.CCOC(C)=O.CCOC(C)=O
- E_HOMO: -7.57 eV
- HOMO-LUMO gap: 7.93 eV

Cartesian coordinates (Å):
1 Cl -1.99 0.27 -3.54
2 P -1.36 -2.68 -1.50
3 Si -0.95 -0.55 -1.84
4 O -3.19 3.65 5.31
5 O 3.35 -1.85 4.54
6 O 4.22 -2.70 -4.01
7 O 1.79 -3.04 0.57
8 O -7.29 4.21 5.21
9 O -7.44 2.79 3.52
10 O 5.57 -4.42 -4.29
11 O 7.86 0.04 -5.77
12 O -3.58 4.04 3.16
13 O 2.60 -1.75 -1.14
14 O 8.39 0.69 -7.82
15 O -1.44 0.46 -0.49
16 O 4.04 -2.25 6.60
17 O -4.59 -2.05 1.77
18 O -4.45 -0.63 3.46
19 C -5.96 0.73 4.78
20 C 7.38 2.00 -9.60
21 C 8.15 0.74 -9.23
22 C 0.91 -0.23 -2.13
23 C -7.48 5.51 5.79
24 C -4.64 0.67 4.04
25 C -2.00 5.47 4.38
26 C 6.09 -0.06 -7.34
27 C -3.55 4.88 2.00
28 C 2.31 -1.77 3.54
29 C -5.97 -0.14 1.60
30 C 1.72 -1.88 6.38
31 C 1.81 -1.54 -2.34
32 C 3.12 -2.03 5.85
33 C 7.81 -5.08 -3.58
34 C -7.78 3.84 4.01
35 C 6.81 -5.01 -4.72
36 C 6.49 -2.15 -4.36
37 C 7.51 0.20 -6.92
38 C -8.82 4.70 3.34
39 C 2.80 -4.41 -1.19
40 C 1.77 -0.36 3.44
41 C -2.42 -2.99 0.04
42 C -2.98 4.33 4.33
43 C -4.94 -1.00 2.27
44 C 2.36 -3.02 -0.55
45 C 1.53 -5.33 -1.59
46 C 5.34 -3.10 -4.23
47 C -2.30 4.64 1.18
48 C -2.01 -3.56 -3.04
49 C -8.80 5.58 6.54
50 H 3.36 -4.21 -2.15
51 H 1.02 -0.30 2.65
52 H -8.92 6.55 7.02
53 H -2.07 5.95 5.35
54 H 6.57 -6.02 -5.06
55 H 8.06 -4.09 -3.20
56 H -6.81 0.57 4.11
57 H -7.38 6.30 5.04
58 H 3.42 -5.05 -0.45
59 H -4.54 1.46 3.29
60 H -6.01 -0.05 5.54
61 H -3.69 5.92 2.27
62 H -5.83 -0.19 0.52
63 H -1.71 -3.35 0.86
64 H -4.42 4.60 1.40
65 H 7.91 2.88 -9.26
66 H -8.67 4.65 2.26
67 H -9.65 5.43 5.87
68 H 0.95 -2.10 5.65
69 H 1.27 -6.10 -0.79
70 H 1.02 0.39 -3.10
71 H -5.91 0.91 1.87
72 H 6.39 2.01 -9.13
73 H -1.19 -4.29 -3.39
74 H 5.98 -0.29 -8.40
75 H 5.72 -0.93 -6.80
76 H 1.31 -0.04 4.38
77 H -2.89 -2.03 0.43
78 H 2.57 0.34 3.23
79 H 8.73 -5.57 -3.90
80 H -2.97 -4.15 -2.84
81 H 5.48 0.81 -7.10
82 H -1.22 -0.05 0.32
83 H 1.60 -0.86 6.75
84 H 1.58 -2.58 7.20
85 H -3.16 -3.83 -0.13
86 H 6.15 -1.25 -4.87
87 H 7.66 -0.17 -9.58
88 H 6.84 -1.87 -3.36
89 H 2.56 -1.29 -3.17
90 H 7.24 2.06 -10.68
91 H 0.64 -4.62 -1.64
92 H -6.08 1.70 5.26
93 H 1.27 0.45 -1.29
94 H 7.38 -5.64 -2.74
95 H -2.21 3.59 0.91
96 H -9.81 4.32 3.59
97 H 1.53 -2.51 3.73
98 H -6.97 -0.52 1.85
99 H 9.13 0.77 -9.70
100 H -0.99 5.07 4.25
101 H -2.19 -2.78 -3.85
102 H -8.85 4.80 7.30
103 H -1.40 4.89 1.75
104 H 1.24 -2.46 -2.70
105 H -3.83 0.81 4.75
106 H -2.18 6.25 3.64
107 H 7.21 -4.48 -5.59
108 H -2.31 5.24 0.27
109 H -8.76 5.76 3.61
110 H 7.32 -2.53 -4.94
111 H 1.63 -5.79 -2.63
112 H -6.66 5.65 6.50
113 H 2.78 -2.04 2.59

Atomic partial charges in e from the Löwdin method, atoms 1 to 99:
1 Cl 0.21
2 P 0.75
3 Si 0.06
4 O 0.10
5 O 0.00
6 O 0.08
7 O 0.04
8 O 0.00
9 O 0.09
10 O 0.00
11 O 0.09
12 O -0.01
13 O -0.06
14 O 0.00
15 O -0.27
16 O 0.09
17 O 0.06
18 O 0.01
19 C -0.07
20 C -0.07
21 C -0.23
22 C -0.26
23 C -0.23
24 C -0.22
25 C 0.01
26 C 0.02
27 C -0.23
28 C -0.23
29 C 0.02
30 C 0.00
31 C -0.25
32 C -0.53
33 C -0.06
34 C -0.51
35 C -0.23
36 C 0.01
37 C -0.51
38 C 0.01
39 C -0.12
40 C -0.06
41 C -0.33
42 C -0.52
43 C -0.52
44 C -0.38
45 C -0.11
46 C -0.50
47 C -0.06
48 C -0.34
49 C -0.07
50 H 0.09
51 H 0.07
52 H 0.08
53 H 0.09
54 H 0.12
55 H 0.07
56 H 0.06
57 H 0.11
58 H 0.13
59 H 0.10
60 H 0.08
61 H 0.11
62 H 0.09
63 H 0.05
64 H 0.12
65 H 0.09
66 H 0.09
67 H 0.07
68 H 0.07
69 H 0.08
70 H 0.08
71 H 0.06
72 H 0.07
73 H 0.03
74 H 0.07
75 H 0.08
76 H 0.07
77 H 0.01
78 H 0.08
79 H 0.08
80 H 0.05
81 H 0.11
82 H 0.03
83 H 0.10
84 H 0.09
85 H 0.05
86 H 0.06
87 H 0.11
88 H 0.11
89 H 0.11
90 H 0.08
91 H 0.01
92 H 0.07
93 H 0.10
94 H 0.08
95 H 0.08
96 H 0.10
97 H 0.12
98 H 0.10
99 H 0.12